{"formula": "C26H29CrN8OS3", "method": "the ωB97M-V functional and the def2-TZVPD basis", "total_energy_ha": -3760.37455, "relative_energy_kj_mol": 38.65, "homo_ev": [-10.44, -10.53], "multiplicity": 5, "charge": 1, "s_squared": 6.0196, "orbital_gap_ev": [7.52, 7.44], "species": ["Cr", "C", "C", "N", "N", "C", "O", "C", "C", "C", "C", "C", "C", "C", "C", "C", "C", "C", "N", "H", "H", "H", "H", "H", "H", "H", "H", "H", "H", "H", "H", "C", "C", "S", "C", "C", "S", "C", "C", "S", "H", "H", "H", "H", "H", "H", "H", "H", "H", "H", "H", "H", "N", "C", "N", "C", "N", "C", "C", "N", "C", "C", "N", "H", "H", "H", "H", "H"], "xyz": [[0.37, -1.18, -1.15], [3.38, 1.80, -0.42], [2.25, 0.96, -0.89], [1.92, -0.17, -0.38], [2.58, -0.72, 0.70], [2.07, -1.93, 0.89], [1.17, -2.48, 0.15], [2.57, -2.70, 2.05], [1.86, -3.82, 2.48], [2.27, -4.52, 3.61], [3.41, -4.11, 4.29], [4.13, -3.01, 3.86], [3.71, -2.30, 2.74], [1.42, 1.35, -2.07], [1.64, 2.50, -2.78], [0.83, 2.79, -3.88], [-0.18, 1.91, -4.22], [-0.34, 0.77, -3.45], [0.44, 0.49, -2.41], [3.85, 1.34, 0.45], [3.03, 2.80, -0.16], [4.13, 1.92, -1.20], [0.99, -4.13, 1.92], [1.71, -5.38, 3.94], [3.73, -4.65, 5.17], [5.02, -2.70, 4.39], [4.26, -1.44, 2.39], [2.43, 3.17, -2.49], [1.00, 3.69, -4.45], [-0.84, 2.09, -5.06], [-1.13, 0.06, -3.67], [-1.90, 4.56, -0.09], [-2.70, 3.70, -1.07], [-2.55, 1.91, -0.93], [-3.12, 1.58, 0.75], [-2.13, 1.77, 1.91], [-0.43, 1.29, 1.53], [0.53, 2.64, 2.24], [0.18, 4.05, 1.74], [-0.11, 4.23, -0.03], [-2.29, 4.44, 0.92], [-2.04, 5.61, -0.36], [-2.41, 3.91, -2.10], [-3.76, 3.97, -0.97], [-3.45, 0.54, 0.71], [-4.01, 2.19, 0.93], [-2.48, 1.18, 2.76], [-2.12, 2.81, 2.23], [1.55, 2.37, 1.97], [0.45, 2.62, 3.32], [1.00, 4.72, 2.01], [-0.70, 4.43, 2.26], [-1.40, -3.72, -4.20], [-0.36, -2.96, -3.86], [-0.55, -2.48, -2.64], [-1.76, -3.00, -2.29], [-2.31, -3.76, -3.20], [-2.28, -2.78, -0.92], [-3.30, -3.53, -0.37], [-3.62, -3.43, 0.92], [-2.88, -2.60, 1.65], [-1.86, -1.84, 1.10], [-1.58, -1.90, -0.20], [-1.55, -4.23, -5.05], [0.50, -2.78, -4.49], [-3.86, -4.22, -0.99], [-3.10, -2.54, 2.71], [-1.26, -1.17, 1.71]]}

=====

{"formula": "C7H17FN3O", "method": "the ωB97M-V functional and the def2-TZVPD basis", "total_energy_ha": -615.93542, "relative_energy_kj_mol": 434.21, "homo_ev": -12.48, "charge": 1, "orbital_gap_ev": 9.28, "species": ["C", "C", "C", "C", "C", "C", "C", "N", "N", "N", "O", "F", "H", "H", "H", "H", "H", "H", "H", "H", "H", "H", "H", "H", "H", "H", "H", "H", "H"], "xyz": [[2.51, 0.50, 0.58], [1.72, 0.09, -0.42], [1.81, -1.18, -1.21], [-3.26, -0.10, -1.50], [2.26, 1.70, 1.40], [0.03, -0.99, 1.28], [-2.52, 0.93, -0.54], [0.62, -2.17, 1.15], [-1.05, -0.73, 0.50], [-1.83, 0.42, 0.60], [-1.53, 1.72, -1.21], [0.95, 1.97, 1.59], [3.29, -0.08, 0.96], [2.22, -1.04, -2.16], [2.57, -1.82, -0.61], [0.87, -1.65, -1.39], [-3.85, 0.33, -2.31], [-3.62, -0.90, -0.91], [-2.31, -0.46, -2.06], [2.69, 1.55, 2.41], [2.80, 2.70, 1.06], [0.35, -0.34, 2.03], [-3.32, 1.50, -0.09], [1.45, -2.38, 1.63], [0.57, -2.70, 0.30], [-1.22, -1.39, -0.27], [-1.47, 1.06, 1.19], [1.05, 0.81, -0.87], [-1.78, 2.65, -1.16]]}

=====

{"formula": "C9H10IrN8OS2", "method": "the ωB97M-V functional and the def2-TZVPD basis", "total_energy_ha": -1762.54778, "relative_energy_kj_mol": 74.66, "homo_ev": [-11.17, -12.05], "multiplicity": 5, "charge": 1, "s_squared": 6.0210, "orbital_gap_ev": [8.05, 6.30], "species": ["Ir", "N", "N", "C", "N", "S", "H", "H", "H", "H", "H", "C", "C", "C", "C", "N", "C", "S", "N", "H", "H", "H", "H", "H", "O", "N", "C", "C", "N", "C", "N"], "xyz": [[0.77, 0.69, -0.51], [1.20, -0.27, -2.69], [0.05, -0.31, -3.49], [-1.00, 0.48, -3.21], [-1.99, 0.48, -4.10], [-1.12, 1.47, -1.83], [1.92, 0.29, -3.14], [1.55, -1.22, -2.55], [0.09, -0.85, -4.35], [-1.97, -0.06, -4.95], [-2.81, 1.02, -3.91], [3.77, 5.19, 2.82], [3.00, 4.04, 2.26], [2.18, 3.25, 3.08], [1.52, 2.19, 2.51], [1.69, 1.92, 1.21], [2.47, 2.74, 0.50], [2.44, 2.27, -1.20], [3.13, 3.78, 0.95], [4.61, 4.81, 3.41], [3.14, 5.78, 3.49], [4.15, 5.81, 2.02], [2.06, 3.47, 4.13], [0.86, 1.54, 3.07], [-0.79, 0.87, 1.26], [-1.49, 0.08, 1.97], [-1.39, -1.23, 1.81], [-2.18, -2.12, 2.60], [-2.83, -2.84, 3.21], [-0.44, -1.62, 0.84], [0.35, -1.36, 0.03]]}

=====

{"formula": "C3H7NO2", "method": "the ωB97M-V functional and the def2-TZVPD basis", "total_energy_ha": -323.69467, "relative_energy_kj_mol": 226.58, "smiles": "C/C=N/C(O)O", "homo_ev": -9.55, "orbital_gap_ev": 10.52, "species": ["C", "C", "N", "C", "O", "O", "H", "H", "H", "H", "H", "H", "H"], "xyz": [[-2.04, -0.69, -0.53], [-0.90, 0.11, -0.04], [0.30, -0.28, -0.14], [1.39, 0.49, 0.29], [2.14, 0.85, -0.80], [2.16, 0.05, 1.33], [-2.54, -0.16, -1.34], [-1.72, -1.67, -0.87], [-2.78, -0.79, 0.26], [-1.13, 1.11, 0.35], [0.97, 1.53, 0.88], [2.66, 0.07, -1.08], [1.49, -0.65, 1.70]]}

=====

{"formula": "C23H39N2O3P3Pt", "method": "the ωB97M-V functional and the def2-TZVPD basis", "total_energy_ha": -2376.72929, "relative_energy_kj_mol": 58.46, "homo_ev": [-18.39, -18.39], "multiplicity": 5, "charge": 4, "s_squared": 6.0108, "orbital_gap_ev": [6.83, 4.05], "species": ["P", "C", "H", "H", "H", "C", "H", "H", "H", "C", "H", "H", "H", "P", "C", "H", "H", "H", "C", "H", "H", "H", "C", "H", "H", "H", "P", "C", "H", "H", "H", "C", "H", "H", "H", "C", "H", "H", "H", "Pt", "C", "O", "C", "O", "C", "C", "C", "C", "C", "C", "H", "H", "H", "H", "H", "H", "N", "C", "O", "C", "C", "C", "C", "N", "C", "H", "H", "H", "H", "H", "H"], "xyz": [[3.80, 0.05, 0.01], [4.07, -0.06, 1.77], [5.14, -0.07, 2.02], [3.61, -0.97, 2.19], [3.60, 0.79, 2.28], [3.73, -1.56, -0.78], [3.35, -1.46, -1.81], [3.06, -2.24, -0.23], [4.74, -1.99, -0.80], [4.97, 1.09, -0.86], [5.96, 0.61, -0.92], [5.07, 2.06, -0.35], [4.62, 1.27, -1.88], [-0.97, 3.24, -1.03], [-0.89, 3.66, 0.74], [-1.40, 4.62, 0.91], [0.14, 3.75, 1.09], [-1.36, 2.88, 1.35], [-0.04, 4.60, -1.79], [-0.10, 4.50, -2.88], [1.02, 4.52, -1.50], [-0.47, 5.57, -1.46], [-2.70, 3.66, -1.44], [-2.84, 4.75, -1.33], [-3.36, 3.10, -0.77], [-2.91, 3.34, -2.47], [-3.11, -2.05, 0.01], [-3.55, -2.12, 1.76], [-4.26, -2.93, 1.99], [-3.99, -1.16, 2.05], [-2.63, -2.26, 2.36], [-4.53, -1.94, -1.09], [-5.16, -2.85, -1.04], [-4.18, -1.81, -2.13], [-5.15, -1.07, -0.84], [-2.10, -3.46, -0.47], [-2.71, -4.23, -0.96], [-1.61, -3.93, 0.40], [-1.31, -3.15, -1.17], [-0.33, 1.21, -2.58], [2.17, 0.93, 0.00], [1.28, 1.51, 0.49], [-2.24, -0.45, 0.00], [-1.85, 0.57, 0.45], [-1.49, 0.38, -4.22], [-0.91, -0.65, -3.44], [0.49, -0.66, -3.23], [1.27, 0.37, -3.78], [0.67, 1.51, -4.39], [-0.75, 1.52, -4.61], [-2.57, 0.37, -4.37], [-1.53, -1.44, -3.01], [0.96, -1.48, -2.67], [2.35, 0.34, -3.67], [1.28, 2.35, -4.68], [-1.22, 2.39, -5.05], [0.20, -1.15, 6.40], [-0.02, -0.52, 5.20], [-0.52, 0.59, 5.13], [0.33, -1.31, 3.97], [0.71, -2.66, 3.96], [0.96, -3.29, 2.74], [0.80, -2.54, 1.56], [0.44, -1.26, 1.56], [0.21, -0.65, 2.72], [0.06, -0.60, 7.23], [0.81, -1.96, 6.48], [0.78, -3.22, 4.90], [1.26, -4.33, 2.68], [0.96, -3.01, 0.59], [-0.09, 0.40, 2.69]]}

=====

{"formula": "C6H13N2S2", "method": "the ωB97M-V functional and the def2-TZVPD basis", "total_energy_ha": -1142.07622, "relative_energy_kj_mol": 17.04, "homo_ev": -10.85, "charge": 1, "orbital_gap_ev": 7.50, "species": ["S", "S", "C", "C", "C", "H", "H", "H", "H", "H", "H", "H", "H", "C", "C", "C", "N", "N", "H", "H", "H", "H", "H"], "xyz": [[-0.08, -2.35, 0.95], [1.67, -1.37, 1.34], [-0.21, -3.51, 2.33], [3.08, -3.74, 0.75], [2.89, -2.29, 0.34], [0.58, -4.27, 2.32], [-0.17, -2.98, 3.30], [-1.19, -4.01, 2.24], [3.36, -3.82, 1.81], [3.87, -4.21, 0.14], [2.14, -4.30, 0.59], [3.82, -1.71, 0.48], [2.60, -2.21, -0.72], [-1.16, 4.53, -1.74], [-2.33, 5.14, -2.10], [-2.83, 3.17, -1.19], [-1.50, 3.33, -1.18], [-3.34, 4.27, -1.75], [-0.12, 4.86, -1.83], [-2.52, 6.10, -2.57], [-3.39, 2.31, -0.81], [-0.84, 2.62, -0.80], [-4.35, 4.44, -1.89]]}

=====

{"formula": "C6H13N3", "method": "the ωB97M-V functional and the def2-TZVPD basis", "total_energy_ha": -400.54262, "relative_energy_kj_mol": 394.83, "homo_ev": -5.85, "orbital_gap_ev": 6.66, "species": ["C", "C", "N", "C", "C", "N", "N", "C", "C", "H", "H", "H", "H", "H", "H", "H", "H", "H", "H", "H", "H", "H"], "xyz": [[1.18, 0.43, 1.72], [0.20, -1.16, -2.40], [0.04, 0.32, 0.83], [0.30, 0.75, -0.57], [-0.06, -0.49, -1.10], [-1.09, 0.90, 1.48], [-1.47, -1.72, 0.54], [-0.23, -1.12, 0.25], [0.63, 2.02, -0.89], [-1.92, 0.65, 0.94], [-0.99, 1.92, 1.41], [-2.25, -1.29, 0.07], [-1.65, -1.92, 1.51], [0.56, -1.78, 0.66], [2.04, -0.05, 1.25], [1.41, 1.48, 1.90], [0.95, -0.06, 2.67], [0.23, -0.40, -3.18], [1.16, -1.69, -2.41], [-0.58, -1.88, -2.64], [0.82, 2.30, -1.90], [0.73, 2.78, -0.13]]}

=====

{"formula": "C20H26LiO12S", "method": "the ωB97M-V functional and the def2-TZVPD basis", "total_energy_ha": -2086.27155, "relative_energy_kj_mol": 32.19, "homo_ev": -4.66, "charge": -1, "orbital_gap_ev": 6.45, "species": ["Li", "S", "O", "O", "O", "O", "C", "O", "H", "H", "H", "H", "C", "O", "H", "H", "H", "H", "C", "C", "C", "C", "C", "C", "O", "O", "H", "H", "H", "H", "H", "H", "C", "C", "C", "C", "C", "C", "O", "O", "H", "H", "H", "H", "H", "H", "C", "C", "C", "C", "C", "C", "O", "O", "H", "H", "H", "H", "H", "H"], "xyz": [[32.11, 33.35, 50.27], [32.87, 31.90, 47.63], [34.18, 31.26, 47.62], [31.86, 30.96, 48.09], [32.87, 33.01, 48.58], [32.50, 32.30, 46.34], [30.98, 35.47, 50.13], [30.56, 34.51, 51.05], [30.17, 36.44, 50.29], [31.11, 35.35, 49.08], [31.93, 35.70, 50.62], [30.47, 34.85, 51.95], [33.83, 32.61, 52.21], [33.80, 33.62, 51.18], [33.45, 33.09, 53.05], [34.81, 32.33, 52.37], [33.22, 31.81, 51.99], [34.64, 33.96, 50.67], [28.91, 32.94, 47.89], [28.07, 34.04, 47.85], [26.87, 34.01, 47.29], [26.44, 32.85, 46.68], [27.27, 31.68, 46.59], [28.51, 31.76, 47.29], [29.37, 30.72, 47.06], [26.04, 35.02, 47.31], [29.95, 32.89, 48.45], [28.40, 34.79, 48.38], [25.52, 32.90, 46.22], [27.05, 30.87, 45.86], [30.09, 30.60, 47.58], [25.20, 34.65, 47.43], [35.32, 36.96, 49.17], [36.56, 37.45, 49.11], [37.54, 36.89, 48.10], [37.02, 35.99, 47.19], [35.70, 35.40, 47.37], [34.86, 35.85, 48.30], [33.52, 35.49, 48.36], [38.80, 37.38, 48.03], [34.69, 37.37, 49.98], [36.83, 38.24, 49.81], [37.64, 35.40, 46.43], [35.25, 34.56, 46.94], [33.31, 34.56, 48.49], [39.15, 37.82, 48.70], [30.42, 31.58, 52.71], [29.74, 31.05, 53.77], [28.77, 29.98, 53.48], [28.67, 29.49, 52.25], [29.47, 29.95, 51.15], [30.20, 31.11, 51.42], [31.12, 31.64, 50.51], [27.91, 29.58, 54.51], [31.24, 32.20, 52.96], [30.03, 31.34, 54.77], [28.00, 28.65, 52.02], [29.38, 29.31, 50.36], [31.14, 31.20, 49.50], [27.65, 28.77, 54.24]]}